# 1
A structure of composition C26H55ClN2O3P2Sn at a distorted geometry. Source: the Open Molecules 2025 dataset; level of theory: ωB97M-V/def2-TZVPD.

LUMO energy: -0.79 eV
maximum force: 0.086 Eh/bohr
frontier orbital gap: 5.016 eV
HOMO level: -5.81 eV

Atoms and positions in Å:
Sn  0.255  0.234  0.037
Cl  -4.444  0.497  -0.964
P  1.473  1.435  2.083
P  -0.937  -1.342  -2.329
O  -1.643  1.480  0.900
O  -3.403  0.620  4.774
O  -1.841  -2.860  2.190
N  -1.649  -0.681  1.646
N  -3.164  0.886  2.515
C  3.040  3.831  2.391
C  0.976  -3.243  -1.575
C  0.347  -2.610  -2.828
C  -2.552  -2.268  -2.476
C  -0.813  -0.020  -3.624
C  -1.631  1.226  -3.234
C  0.001  1.175  4.514
C  -3.376  -1.384  3.341
C  2.569  2.771  1.391
C  -2.138  0.565  1.645
C  -2.227  -1.697  2.360
C  -0.146  -3.701  -3.786
C  -3.759  -1.418  -2.778
C  1.857  -1.129  3.213
C  -5.020  -2.952  2.003
C  -3.636  -3.621  4.698
C  1.910  3.436  0.173
C  2.607  0.133  2.767
C  -3.307  0.105  3.674
C  -3.226  -2.164  4.669
C  -0.281  3.343  3.161
C  -1.127  -0.543  -5.026
C  -2.726  -3.098  -1.198
C  3.522  0.667  3.873
C  0.667  2.204  3.586
C  -4.743  -1.593  2.614
H  -2.109  -1.029  -5.073
H  1.677  -2.560  -1.084
H  2.498  -1.999  3.021
H  2.437  4.371  -0.058
H  -3.676  -0.850  -3.705
H  -0.792  -4.425  -3.270
H  -3.218  -4.180  3.857
H  -2.157  -4.038  -1.234
H  -1.040  2.128  -3.443
H  1.110  -2.003  -3.349
H  0.686  1.208  -1.379
H  0.729  -4.254  -4.155
H  0.921  -1.305  2.672
H  -0.876  3.072  2.271
H  4.245  1.402  3.499
H  1.968  2.792  -0.710
H  -0.364  -1.245  -5.383
H  3.446  2.187  1.061
H  -4.723  -3.730  4.722
H  2.246  4.548  2.629
H  -4.645  -2.067  -2.766
H  0.257  0.249  -3.586
H  -3.327  1.879  2.645
H  -1.140  0.306  -5.721
H  -2.167  -2.073  4.959
H  0.685  0.889  5.326
H  3.438  3.418  3.324
H  1.512  2.644  4.133
H  -0.312  0.257  3.993
H  -2.415  -2.551  -0.293
H  -0.892  1.608  4.988
H  -3.810  -1.627  5.435
H  -2.383  -2.942  -3.328
H  0.213  -3.524  -0.835
H  -5.899  -2.867  1.356
H  -5.224  -3.711  2.762
H  -4.791  -0.833  1.816
H  -2.559  1.288  -3.817
H  0.260  4.279  2.958
H  -3.787  -3.348  -1.070
H  -0.980  3.548  3.987
H  0.851  3.678  0.349
H  -4.179  -3.297  1.393
H  4.091  -0.177  4.284
H  1.526  -4.155  -1.850
H  3.229  -0.110  1.887
H  -3.246  -4.056  5.621
H  3.852  4.392  1.911
H  -5.526  -1.346  3.349
H  -0.673  -3.302  -4.661
H  0.523  -1.411  0.585
H  -1.905  1.251  -2.170
H  -3.949  -0.606  -1.888
H  1.628  -1.104  4.285
H  2.954  1.113  4.701

# 2
A cluster of 20 separate species, C26H56Cl38IN2O2P in total at a distorted geometry. Source: the Open Molecules 2025 dataset; level of theory: ωB97M-V/def2-TZVPD.

LUMO energy: 0.04 eV
ΔE to the lowest compared entry with this formula, charge and spin: 0.00 kJ/mol
maximum force: 0.023 Eh/bohr
frontier orbital gap: 8.760 eV
HOMO level: -8.72 eV

Atoms and positions in Å:
I  0.861  4.871  -4.619
Cl  4.824  -6.262  4.533
Cl  0.658  4.343  -1.016
Cl  2.019  -1.506  2.366
Cl  -0.773  12.587  -6.355
Cl  2.638  -7.039  2.744
Cl  1.660  -3.005  5.828
Cl  2.904  -4.836  -3.703
Cl  3.895  2.943  -7.192
Cl  4.236  -8.801  7.210
Cl  0.480  8.575  3.922
Cl  -0.027  5.699  3.704
Cl  4.512  -2.677  5.272
Cl  2.783  1.237  3.056
Cl  -2.091  5.038  -0.343
Cl  -5.644  -3.729  0.353
Cl  -5.059  8.268  1.786
Cl  -0.873  -7.483  7.372
Cl  -4.981  3.110  -1.614
Cl  7.081  -8.452  6.629
Cl  5.755  -4.329  -4.161
Cl  -0.976  -3.914  0.913
Cl  -6.599  4.989  -0.033
Cl  -3.157  6.201  2.624
Cl  0.963  -6.480  5.318
Cl  -1.293  9.013  -4.896
Cl  3.850  5.833  -7.648
Cl  -3.761  -5.837  1.082
Cl  1.453  8.272  -5.600
Cl  2.210  -1.697  -4.570
Cl  9.576  -11.027  3.816
Cl  -6.162  -7.861  3.231
Cl  -8.431  5.995  3.024
Cl  -1.140  -3.226  3.742
Cl  2.489  -1.154  -1.698
Cl  7.727  -8.827  3.256
Cl  -8.896  -6.820  3.049
Cl  -1.104  11.508  -9.059
Cl  -6.621  3.844  3.887
P  -2.467  -1.720  -2.817
O  -2.409  0.878  -2.979
O  -0.550  -0.281  -0.108
N  -1.948  -2.981  -2.026
N  -0.267  -0.158  -2.752
C  -1.657  -0.110  -2.324
C  4.347  -6.605  2.863
C  -0.616  -6.287  6.097
C  3.219  -3.825  5.652
C  2.398  -0.376  3.677
C  -0.190  11.418  -7.551
C  -0.384  5.396  -0.052
C  -6.229  4.359  -1.648
C  5.795  -9.604  7.008
C  3.329  -1.392  -3.235
C  4.521  -5.540  -3.777
C  -1.979  2.238  -2.826
C  -4.828  6.551  2.159
C  -1.352  2.856  -4.080
C  0.191  2.845  -4.105
C  0.747  1.937  -5.199
C  0.194  0.904  0.093
C  -8.251  4.264  3.350
C  4.653  4.496  -6.819
C  9.418  -9.311  3.429
C  0.290  7.053  4.797
C  -1.777  -0.064  -0.772
C  -7.388  -7.141  2.183
C  -0.415  -4.300  2.537
C  -3.935  -4.129  0.642
C  0.425  9.324  -4.620
H  -8.464  3.720  2.438
H  -3.577  -3.518  1.459
H  -5.476  6.289  2.986
H  -0.299  10.420  -7.143
H  0.510  1.326  -0.860
H  3.452  -4.326  6.585
H  -0.380  1.649  0.651
H  -3.378  -3.927  -0.268
H  3.901  -0.500  -3.461
H  4.947  -7.431  2.498
H  -8.951  3.988  4.130
H  -0.279  -0.354  -3.753
H  0.644  9.148  -3.574
H  4.534  -6.300  -4.548
H  4.594  4.663  -5.750
H  5.686  4.461  -7.143
H  -3.850  -1.534  -2.606
H  0.662  -4.182  2.573
H  -5.883  5.182  -2.262
H  5.714  -10.310  6.189
H  -0.193  6.428  -0.323
H  -2.313  -1.836  -4.214
H  -2.877  2.810  -2.606
H  -0.548  7.146  5.477
H  -1.387  -6.408  5.345
H  -2.428  -0.868  -0.433
H  0.607  2.649  -3.128
H  6.049  -10.117  7.927
H  -7.594  -7.829  1.372
H  1.537  -0.300  4.329
H  1.204  6.848  5.341
H  -7.001  -6.204  1.797
H  -0.664  -5.295  6.532
H  -1.640  3.904  -4.051
H  -1.308  2.396  -1.983
H  0.722  2.456  -6.152
H  -7.132  3.929  -2.065
H  9.930  -9.116  2.495
H  9.859  -8.733  4.233
H  0.851  11.633  -7.765
H  3.152  -4.544  4.848
H  -1.760  2.441  -4.999
H  1.090  0.668  0.661
H  3.257  -0.762  4.217
H  4.755  -5.974  -2.813
H  4.521  -5.719  2.264
H  -1.214  -2.713  -1.374
H  0.178  1.015  -5.293
H  -0.165  5.236  0.996
H  1.781  1.686  -4.975
H  0.635  10.355  -4.881
H  -2.209  0.895  -0.472
H  3.985  -2.249  -3.140
H  -0.693  -5.323  2.769
H  -5.088  5.975  1.269
H  0.122  -1.010  -2.349

# 3
A cluster of 4 separate species, C26H56INO2 in total at a distorted geometry. Source: the Open Molecules 2025 dataset; level of theory: ωB97M-V/def2-TZVPD.

LUMO energy: -0.21 eV
maximum force: 0.174 Eh/bohr
frontier orbital gap: 9.451 eV
HOMO level: -9.66 eV

Atoms and positions in Å:
I  -3.822  4.165  -0.904
O  -1.331  0.598  3.020
O  -3.908  4.866  2.762
N  -3.164  2.417  3.039
C  3.855  0.024  -5.403
C  -9.393  0.234  -1.804
C  5.767  -3.282  3.524
C  3.999  0.236  -2.825
C  5.012  -2.348  2.571
C  -0.227  0.037  2.228
C  0.935  1.117  1.795
C  -7.899  2.054  -0.725
C  -3.298  3.754  2.280
C  5.333  -4.750  3.486
C  4.191  -1.457  -5.465
C  -7.011  1.085  0.060
C  -2.225  1.920  0.840
C  5.067  -2.734  1.091
C  3.580  1.544  1.273
C  6.475  -2.716  0.515
C  -7.546  0.766  1.448
C  3.885  -4.962  3.901
C  2.488  0.297  -2.587
C  -8.772  0.312  -3.190
C  1.928  1.711  -2.626
C  -9.315  1.552  -1.028
C  4.471  0.737  -4.195
C  -1.845  1.857  2.465
C  -2.544  3.561  0.800
C  2.439  0.450  1.812
H  3.052  2.420  0.690
H  -8.512  0.255  1.400
H  0.856  1.697  -2.404
H  -7.393  2.309  -1.664
H  4.233  0.504  -6.315
H  4.617  -3.719  0.933
H  0.939  1.949  2.651
H  -6.018  1.539  0.168
H  -9.870  1.438  -0.089
H  -8.900  -0.642  -3.713
H  3.782  -2.000  -4.607
H  -1.428  1.504  0.079
H  -7.666  1.679  2.040
H  5.562  0.634  -4.242
H  3.707  -4.577  4.910
H  -10.451  -0.041  -1.913
H  -9.250  1.093  -3.790
H  4.125  1.982  2.240
H  3.961  -2.286  2.878
H  3.647  -6.031  3.900
H  3.192  -4.468  3.214
H  2.768  0.157  -5.414
H  4.415  1.016  0.608
H  -1.111  2.755  2.746
H  -7.700  0.521  -3.140
H  2.056  2.168  -3.612
H  -3.308  1.421  0.843
H  -0.698  -0.381  1.227
H  2.278  -0.130  -1.599
H  1.959  -0.328  -3.312
H  4.505  0.826  -2.051
H  7.119  -3.455  1.001
H  2.783  0.188  2.924
H  6.446  -2.954  -0.553
H  -3.213  2.481  4.083
H  5.274  -1.613  -5.490
H  4.454  -2.020  0.526
H  -6.849  0.108  1.977
H  2.419  2.347  -1.882
H  4.334  -0.798  -2.679
H  -7.980  2.994  -0.165
H  4.266  1.810  -4.280
H  6.841  -3.229  3.311
H  5.496  -5.173  2.489
H  -1.427  3.980  0.779
H  -6.866  0.157  -0.501
H  2.450  -0.556  1.198
H  -8.924  -0.575  -1.235
H  5.976  -5.318  4.170
H  5.418  -1.335  2.690
H  0.669  1.691  0.800
H  3.765  -1.901  -6.371
H  5.644  -2.903  4.546
H  6.933  -1.728  0.629
H  0.343  -0.834  2.811
H  -9.842  2.329  -1.596

# 4
A cluster of 6 separate species, C26H56NO18P3 in total at a distorted geometry. Source: the Open Molecules 2025 dataset; level of theory: ωB97M-V/def2-TZVPD.

LUMO energy: 0.55 eV
maximum force: 0.039 Eh/bohr
frontier orbital gap: 11.086 eV
HOMO level: -10.53 eV

Atoms and positions in Å:
P  5.210  1.106  -0.714
P  -5.812  0.427  2.149
P  -0.355  -2.433  -2.368
O  -5.046  1.222  1.015
O  0.101  -1.182  -2.971
O  6.617  1.690  -1.107
O  5.107  1.273  0.864
O  0.204  -3.724  -3.070
O  -0.777  -4.443  3.901
O  5.379  -0.460  -0.827
O  -1.938  -2.650  -2.393
O  -1.409  -2.824  5.318
O  0.054  -2.583  -0.850
O  2.841  5.055  -3.857
O  -4.957  -0.092  3.221
O  3.348  5.569  -5.983
O  -6.978  1.424  2.524
O  4.870  4.590  -4.662
O  -6.569  -0.678  1.318
O  4.083  1.613  -1.488
O  -1.160  -2.358  3.156
N  0.444  1.008  1.321
C  3.363  2.758  1.849
C  1.274  -4.335  -5.083
C  0.722  1.206  0.225
C  4.272  -1.294  -0.513
C  -2.804  -1.679  -1.787
C  -3.587  -2.305  -0.640
C  7.825  1.114  -0.557
C  -0.265  -3.836  -0.177
C  4.182  -2.449  -1.492
C  -3.635  1.502  1.071
C  -3.242  2.202  -0.206
C  3.586  4.642  -2.700
C  -8.457  -1.769  2.399
C  4.946  4.234  -3.268
C  8.466  2.074  0.413
C  0.900  -4.228  0.691
C  -6.667  2.775  2.868
C  4.792  2.559  1.409
C  -7.019  -1.905  1.946
C  -0.040  -3.937  -4.470
C  1.003  1.566  -1.163
C  -1.446  -1.393  5.280
C  -1.101  -3.325  4.100
C  3.655  5.115  -4.937
C  -7.424  3.724  1.961
C  -1.313  -1.060  3.776
H  -1.176  -3.661  0.393
H  -3.168  1.561  -1.082
H  3.320  3.728  2.345
H  0.743  -5.190  1.181
H  -2.410  -1.030  5.632
H  3.323  -3.090  -1.317
H  5.091  3.372  0.734
H  -8.411  3.306  1.757
H  2.679  2.834  1.001
H  -0.404  -3.030  -4.955
H  -7.488  4.718  2.398
H  3.009  1.931  2.459
H  -6.912  -2.645  1.157
H  -3.055  0.576  1.147
H  2.009  -3.534  -5.071
H  -8.561  -0.992  3.151
H  -0.597  -0.986  5.827
H  8.618  3.027  -0.107
H  -2.276  -0.766  -1.497
H  3.317  -0.774  -0.416
H  7.631  0.151  -0.089
H  -0.479  -4.644  -0.881
H  7.975  2.257  1.366
H  -4.489  -1.748  -0.393
H  -0.788  -4.717  -4.595
H  1.613  2.457  -1.229
H  -2.936  -2.338  0.235
H  -3.919  3.025  -0.429
H  4.105  -2.088  -2.523
H  -8.775  -2.751  2.776
H  -6.946  3.799  0.982
H  -6.423  -2.160  2.822
H  1.167  -4.739  -6.092
H  -0.012  1.749  -1.528
H  -3.403  2.075  1.970
H  -5.601  3.022  2.841
H  -3.515  -1.311  -2.533
H  -0.437  -0.451  3.552
H  5.152  3.169  -3.177
H  5.118  -3.010  -1.458
H  1.083  -3.446  1.427
H  -6.958  2.904  3.912
H  5.458  2.695  2.266
H  1.826  -4.400  0.134
H  3.680  5.481  -2.011
H  1.718  -5.164  -4.521
H  -2.242  2.580  0.003
H  -2.181  -0.549  3.369
H  8.516  0.964  -1.384
H  4.392  -1.786  0.461
H  3.100  3.786  -2.241
H  -3.842  -3.317  -0.955
H  9.503  1.804  0.638
H  5.800  4.750  -2.828
H  1.416  0.734  -1.724
H  -9.201  -1.645  1.609

# 5
A cluster of 3 separate species, C26H56NO8 in total at a distorted geometry. Source: the Open Molecules 2025 dataset; level of theory: ωB97M-V/def2-TZVPD.

LUMO energy (alpha / beta): 0.54 / 0.14 eV
expectation value of S²: 0.7546
maximum force: 0.077 Eh/bohr
frontier orbital gap (alpha / beta): 9.094 / 9.276 eV
multiplicity: 2
HOMO level (alpha / beta): -8.55 / -9.14 eV

Atoms and positions in Å:
O  -4.621  4.000  3.323
O  -3.079  -5.081  1.672
O  -2.372  3.794  5.532
O  1.311  -3.719  -2.816
O  -3.794  -6.235  -1.180
O  1.080  1.611  -3.324
O  -1.641  3.962  2.553
O  -2.099  -3.684  -0.882
N  1.603  2.040  -2.168
C  4.033  0.280  -1.648
C  -1.375  4.625  4.933
C  2.877  0.399  -0.495
C  4.259  1.790  -2.241
C  -4.917  -6.332  -2.041
C  3.363  -2.258  -2.534
C  1.490  1.073  -1.034
C  -2.233  -5.384  2.769
C  -1.784  5.019  3.511
C  6.775  -0.018  -1.768
C  3.020  4.069  -1.303
C  2.267  -2.923  -3.610
C  -3.294  -3.451  -0.123
C  0.490  -0.213  -1.416
C  2.928  3.396  -3.843
C  0.763  1.773  0.299
C  -1.824  2.830  6.416
C  -5.544  4.955  2.826
C  -2.590  -5.911  -1.874
C  -2.565  2.872  2.668
C  -4.005  3.235  2.288
C  -3.127  -3.683  1.381
C  3.680  -0.696  -2.911
C  2.924  2.733  -2.304
C  -1.676  -5.049  -0.996
C  5.412  -0.226  -0.881
H  5.016  2.330  -1.494
H  -3.990  -3.270  1.914
H  -0.693  -5.008  -1.479
H  -1.287  5.523  5.553
H  0.444  -3.191  -2.693
H  3.370  0.981  0.422
H  3.116  2.546  -4.657
H  -6.421  4.454  2.411
H  4.813  1.762  -3.292
H  -2.509  2.412  3.654
H  2.794  -3.557  -4.454
H  2.395  3.949  -0.321
H  -2.218  -3.177  1.726
H  1.640  -2.088  -4.171
H  -2.088  -6.853  -2.115
H  0.518  -1.009  -0.525
H  -3.995  3.793  1.339
H  -5.813  -6.434  -1.424
H  2.999  -2.439  -1.435
H  7.685  -0.468  -1.150
H  -5.856  5.592  3.658
H  4.130  4.418  -1.138
H  -5.073  5.593  2.070
H  2.801  -0.325  -3.591
H  -2.623  2.146  6.713
H  -4.594  2.322  2.162
H  6.773  -0.560  -2.809
H  -2.807  -5.369  -2.806
H  -3.531  -2.392  -0.273
H  -4.825  -7.208  -2.687
H  4.645  -0.712  -3.611
H  -1.235  -4.958  2.623
H  6.987  1.145  -1.880
H  2.649  -0.684  -0.104
H  5.244  -1.353  -0.531
H  -2.214  2.117  1.955
H  -0.616  0.162  -1.485
H  4.373  -2.867  -2.699
H  -4.133  -4.013  -0.534
H  1.973  4.040  -4.057
H  5.505  0.457  0.090
H  -1.042  2.246  5.922
H  -1.423  3.321  7.305
H  -1.518  -5.494  -0.015
H  0.341  2.825  -0.049
H  -2.671  -5.010  3.696
H  -2.787  5.445  3.477
H  -0.128  1.120  0.720
H  -2.133  -6.471  2.833
H  0.866  -0.803  -2.365
H  -1.103  5.810  3.176
H  -5.022  -5.422  -2.643
H  -0.405  4.116  4.902
H  1.533  1.890  1.175
H  3.911  4.073  -3.875
H  2.493  4.951  -1.914

What is the maximum force in the fifth record?
0.077 Eh/bohr

Which of these has the highest maximum force?
C26H56INO2

Among the records above, which one has the lowest maximum force?
C26H56Cl38IN2O2P